Entry 1:
This record from the OMol25 dataset describes C42H38IrN8O6SSi as an isolated structure at a distorted geometry. The level of theory is ωB97M-V with the def2-TZVPD basis set.

Results
HOMO-LUMO gap (spin up / spin down) in eV: 6.7 / 3.8
Spin multiplicity: 2
Net charge: +2
M in g/mol: 1003.2
Energy above the lowest of the compared OMol25 structures with the same formula, charge and spin in kcal/mol: 100.22
HOMO energy (spin up / spin down) in eV: -12.7 / -12.7

CARTESIAN COORDINATES (ANGSTROEM)
Ir -1.3243 -0.9115 -0.2247
O -2.7146 -4.2554 -3.0625
C -2.2566 -3.2744 -2.3187
O -2.9028 -2.7207 -1.4520
C -0.8557 -2.8686 -2.6780
C -0.0786 -3.5388 -3.6002
C 1.1687 -3.0109 -3.9296
C 1.5874 -1.8300 -3.3405
C 0.7472 -1.2199 -2.4221
N -0.4249 -1.7396 -2.0968
C 1.0282 0.1228 -1.7822
O 2.0983 0.6624 -1.9778
O 0.0106 0.5886 -1.1374
H -3.6352 -4.4666 -2.8504
H -0.4409 -4.4553 -4.0454
H 1.7934 -3.5088 -4.6608
H 2.5352 -1.3649 -3.5780
N -4.0454 -1.5935 3.0385
C -3.6643 -0.7761 2.0646
N -2.6551 -1.3442 1.4335
C -2.4588 -2.5303 2.0853
N -3.2951 -2.7139 3.0653
C -1.4009 -3.4320 1.6725
C -1.1533 -4.6629 2.2685
N -0.1677 -5.4411 1.8437
C 0.5987 -4.9847 0.8560
C 0.3582 -3.7552 0.2601
N -0.6623 -3.0035 0.6589
H -4.7930 -1.4712 3.7026
H -4.1226 0.1733 1.8300
H -1.7710 -5.0207 3.0834
H 1.4106 -5.6202 0.5227
H 0.9944 -3.3613 -0.5233
O 0.3002 -0.6475 1.1378
Si 1.1117 -0.3221 2.4681
C 0.8684 -1.6548 3.7651
C -0.3521 -1.7085 4.4503
C -0.6388 -2.7597 5.3136
C 0.2874 -3.7825 5.4871
C 1.5056 -3.7392 4.8215
C 1.7990 -2.6781 3.9706
C 0.6703 1.3883 3.1622
C 0.5711 1.6411 4.5339
C 0.0368 2.8492 4.9620
C -0.3499 3.8119 4.0322
C -0.2063 3.5770 2.6668
C 0.3184 2.3705 2.2274
C 2.9647 -0.0222 2.1928
C 3.7891 0.3400 3.2775
C 5.1508 0.4693 3.0784
C 5.6841 0.2795 1.8031
C 4.8609 -0.0544 0.7198
C 3.4969 -0.1814 0.9021
H -1.0785 -0.9072 4.3173
H -1.5810 -2.7818 5.8488
H 0.0608 -4.6096 6.1497
H 2.2323 -4.5299 4.9675
H 2.7612 -2.6485 3.4680
H 0.8709 0.8992 5.2663
H -0.0747 3.0360 6.0233
H -0.7525 4.7570 4.3764
H -0.4933 4.3353 1.9464
H 0.4409 2.1705 1.1662
H 3.3743 0.5002 4.2664
H 5.7891 0.7360 3.9110
H 6.7478 0.4117 1.6460
H 5.2793 -0.2002 -0.2687
H 2.8553 -0.4097 0.0605
C -0.3912 5.4216 -2.2146
C -0.0507 4.2030 -1.3543
C -1.2821 3.4038 -0.9449
N -1.8379 2.7288 -2.1310
C -2.4902 1.6037 -2.1477
S -2.9904 0.8085 -0.6659
N -2.9156 1.0488 -3.3055
C -2.7671 1.5154 -4.6672
O -3.6775 1.3150 -5.4162
C -1.4741 2.1341 -5.0453
C -0.2746 1.6496 -4.5244
C 0.9321 2.1541 -4.9786
C 0.9416 3.1502 -5.9493
C -0.2515 3.6277 -6.4768
C -1.4596 3.1149 -6.0349
H 0.5092 5.9922 -2.4410
H -1.0876 6.0821 -1.6934
H -0.8448 5.1462 -3.1735
H 0.4586 4.5329 -0.4474
H 0.6336 3.5351 -1.8855
H -2.0497 4.0568 -0.5236
H -1.0298 2.6435 -0.2202
H -1.5872 3.1470 -3.0199
H -3.6365 0.3486 -3.2010
H -0.2975 0.8621 -3.7811
H 1.8635 1.7744 -4.5778
H 1.8854 3.5423 -6.3069
H -0.2378 4.3871 -7.2474
H -2.3987 3.4643 -6.4475


Entry 2:
This record from the OMol25 dataset describes one molecule with the formula C4H12NO2P at a distorted geometry. The level of theory is ωB97M-V with the def2-TZVPD basis set.

Results
HOMO-LUMO gap in eV: 9.1
M in g/mol: 137.1
SMILES: C[N+](C)(C)[P@](C)(=O)[O-]
Energy above the lowest of the compared OMol25 structures with the same formula, charge and spin in kcal/mol: 96.51
HOMO energy in eV: -8.7

CARTESIAN COORDINATES (ANGSTROEM)
C -0.4899 1.6149 -0.9758
N -0.4183 0.3238 -0.3447
C -0.3267 -0.7481 -1.2832
C -1.4471 0.2017 0.6408
P 1.2996 0.2461 0.5520
C 1.2554 -1.3473 1.4013
O 1.2308 1.4139 1.4961
O 2.3482 0.2731 -1.1270
H -0.8101 2.3459 -0.1806
H 0.5844 1.8519 -1.3483
H -1.0746 1.5262 -1.9538
H 0.5523 -0.4559 -1.9167
H -0.1857 -1.8200 -0.8124
H -1.3289 -0.7328 -1.7902
H -1.7058 -0.9002 0.8149
H -1.3319 0.8164 1.6697
H -2.3930 0.5522 0.2175
H 1.0694 -1.1534 2.4564
H 0.8258 -2.2334 0.8318
H 2.3461 -1.7749 1.6524


Entry 3:
This record from the OMol25 dataset describes an isolated ion of composition C4H10N2O and charge -1 at a distorted geometry. The level of theory is ωB97M-V with the def2-TZVPD basis set.

Results
HOMO-LUMO gap (spin up / spin down) in eV: 3.7 / 7.0
Spin multiplicity: 2
Net charge: -1
M in g/mol: 102.1
Energy above the lowest of the compared OMol25 structures with the same formula, charge and spin in kcal/mol: 16.64
HOMO energy (spin up / spin down) in eV: 0.3 / -3.1

CARTESIAN COORDINATES (ANGSTROEM)
C 0.6733 0.7031 -0.4217
C 1.7604 -0.3313 -0.8031
C 2.1400 -1.2165 0.3585
O 2.2272 -0.7258 1.5577
N -0.3130 0.1639 0.4698
C -1.6634 -0.0389 0.1107
N -2.5312 1.1445 0.3897
H 1.0773 1.6471 -0.0394
H 0.1382 0.9940 -1.3337
H 2.6132 0.2190 -1.2573
H 1.3379 -0.9321 -1.6237
H 2.3664 -2.2697 0.1221
H -0.0064 -0.3819 1.2570
H -2.0309 -0.9379 0.5702
H -1.7659 -0.1931 -0.9760
H -3.5000 0.8578 0.2195
H -2.5231 1.2979 1.3995


Copy entry 2 word for word.
This record from the OMol25 dataset describes one molecule with the formula C4H12NO2P at a distorted geometry. The level of theory is ωB97M-V with the def2-TZVPD basis set.

Results
HOMO-LUMO gap in eV: 9.1
M in g/mol: 137.1
SMILES: C[N+](C)(C)[P@](C)(=O)[O-]
Energy above the lowest of the compared OMol25 structures with the same formula, charge and spin in kcal/mol: 96.51
HOMO energy in eV: -8.7

CARTESIAN COORDINATES (ANGSTROEM)
C -0.4899 1.6149 -0.9758
N -0.4183 0.3238 -0.3447
C -0.3267 -0.7481 -1.2832
C -1.4471 0.2017 0.6408
P 1.2996 0.2461 0.5520
C 1.2554 -1.3473 1.4013
O 1.2308 1.4139 1.4961
O 2.3482 0.2731 -1.1270
H -0.8101 2.3459 -0.1806
H 0.5844 1.8519 -1.3483
H -1.0746 1.5262 -1.9538
H 0.5523 -0.4559 -1.9167
H -0.1857 -1.8200 -0.8124
H -1.3289 -0.7328 -1.7902
H -1.7058 -0.9002 0.8149
H -1.3319 0.8164 1.6697
H -2.3930 0.5522 0.2175
H 1.0694 -1.1534 2.4564
H 0.8258 -2.2334 0.8318
H 2.3461 -1.7749 1.6524